A molecular structure, C29H41N3O5S3SiY in a non-equilibrium geometry, computed with ωB97M-V with the def2-TZVPD basis set.

```
83
Properties=species:S:1:pos:R:3
Y 0.30155 -1.45483 -0.67511
C 2.32826 0.95615 1.26388
C 2.81795 0.97276 -0.14691
O 1.67058 0.79270 -0.98806
C 1.85924 1.16456 -2.35081
C 0.49824 1.37636 -2.92031
O -0.22361 0.15673 -2.77137
C -1.63443 0.29364 -3.00966
C -2.34966 0.76915 -1.77837
O -2.11010 -0.19735 -0.76851
C -2.75304 0.13550 0.46498
C -2.27007 -0.82942 1.50071
O -0.84259 -0.69070 1.50756
C -0.13865 -1.25821 2.61342
C 1.10145 -0.41914 2.76038
O 1.69379 -0.29579 1.47273
H 1.60650 1.76218 1.41071
H 3.17152 1.08276 1.94877
H 3.54509 0.18187 -0.32848
H 3.27778 1.94106 -0.35241
H 2.39562 0.37810 -2.88942
H 2.42955 2.09173 -2.41903
H 0.56825 1.64174 -3.97699
H -0.00513 2.17989 -2.37851
H -1.99299 -0.69847 -3.28300
H -1.81220 0.97386 -3.84308
H -3.41866 0.84267 -1.99639
H -1.99515 1.74894 -1.44298
H -3.83905 0.07256 0.36054
H -2.46557 1.15063 0.74038
H -2.54184 -1.85192 1.24724
H -2.68526 -0.56482 2.47471
H 0.09652 -2.30809 2.41912
H -0.73724 -1.19611 3.52295
H 1.80262 -0.88226 3.45793
H 0.82315 0.57187 3.12883
N -0.71055 2.71228 1.28725
C -0.78975 3.09263 2.37081
C -0.85739 3.56076 3.73437
C -1.56807 2.82923 4.68413
C -1.61536 3.27541 5.99341
C -0.95633 4.44422 6.35289
C -0.25131 5.17390 5.40397
C -0.19861 4.73652 4.09127
H -2.08480 1.92393 4.39161
H -2.17133 2.71570 6.73371
H -0.99561 4.79130 7.37756
H 0.25417 6.08805 5.68584
H 0.34245 5.29863 3.34134
S -5.10458 -3.44609 -4.77007
C -3.83597 -3.65112 -3.74479
S -3.94049 -3.41976 -2.01805
C -2.22436 -3.69434 -1.84955
N -1.63556 -3.94387 -2.96406
N -2.53167 -3.95195 -4.01517
C -1.98105 -4.26492 -5.30301
C -0.72696 -3.76158 -5.62438
C -0.15621 -4.07186 -6.84844
C -0.83540 -4.88236 -7.74815
C -2.08032 -5.39171 -7.40875
C -2.65850 -5.09033 -6.18408
S -1.42914 -3.59381 -0.30652
H -0.20373 -3.14148 -4.90874
H 0.82316 -3.68206 -7.09619
H -0.39114 -5.12261 -8.70554
H -2.60602 -6.04018 -8.09752
H -3.62244 -5.49928 -5.91830
C 4.57886 -1.88967 -1.60778
Si 3.28217 -3.24938 -1.51531
C 4.19617 -4.85237 -1.26363
C 2.34176 -3.27051 -3.14773
C 2.05746 -2.89438 -0.16703
H 5.44169 -2.24540 -2.17934
H 4.94006 -1.61432 -0.61156
H 4.21714 -0.98421 -2.10882
H 4.94914 -5.00044 -2.04474
H 3.52129 -5.71267 -1.28147
H 4.71184 -4.84829 -0.29915
H 2.99556 -3.53278 -3.98513
H 1.90163 -2.28805 -3.38603
H 1.53037 -4.00716 -3.12067
H 2.59236 -2.53451 0.72212
H 1.58576 -3.84750 0.11055
```

Its total charge is +1. Its HOMO-LUMO gap is 7.396 eV. For the electronic energy, the calculation gives -3192.34869 a.u. The calculation puts the LUMO energy at -2.2549 eV. The energy relative to the best compared isomer or geometry (same formula, charge and spin) comes out at 116.0 kJ/mol.

These are the Mulliken partial charges, in e, on atoms 1 to 4: atom 1 (Y): 0.05, atom 2 (C): -0.40, atom 3 (C): -0.66, atom 4 (O): 0.14